No. 1
C5H27NO9S | ωB97M-V/def2-TZVPD

Geometry (Å):
C 0.583 -2.330 -1.696
N 1.607 -1.888 -0.751
C 1.723 -0.425 -0.642
C 2.128 0.243 -1.928
O 1.369 1.027 -2.475
C 2.838 -0.063 0.326
C 2.524 1.397 0.755
S 1.750 1.703 2.371
H 0.078 -1.502 -2.198
H 0.929 -3.096 -2.391
H -0.160 -2.976 -1.196
H 2.529 -2.263 -0.940
H 0.754 -0.061 -0.318
H 3.039 0.043 -2.500
H 3.849 -0.170 -0.067
H 2.919 -0.606 1.268
H 2.036 1.894 -0.073
H 3.374 2.091 0.820
H 0.775 0.797 2.426
O -0.826 0.904 0.967
H -1.002 0.779 0.033
H -1.747 0.905 1.335
O 1.619 -2.549 2.185
H 1.600 -2.681 1.233
H 1.437 -1.614 2.300
O -0.240 3.064 -0.622
H 0.295 2.410 -1.075
H -0.085 3.199 0.315
O -3.314 0.420 1.655
H -3.628 0.019 2.474
H -3.598 -0.227 0.986
O -3.872 -1.033 -0.586
H -3.302 -1.717 -0.958
H -3.394 -0.266 -0.935
O -0.606 -1.319 2.601
H -0.805 -0.534 2.062
H -0.770 -2.093 2.058
O -2.917 2.659 -0.398
H -3.025 2.406 0.515
H -2.125 3.182 -0.540
O -1.662 -0.215 -2.052
H -1.514 0.172 -2.921
H -1.165 0.312 -1.426

Properties
- HOMO (eV) = -9.2
- spin multiplicity = 1
- net charge = 0
- orbital gap (eV) = 9.35
- structure (SMILES) = CN[C@H](C=O)CCS.O.O.O.O.O.O.O.O


No. 2
C5H28N3O6 | ωB97M-V/def2-TZVPD

Geometry (Å):
C 2.036 1.362 -0.782
N 1.754 0.186 0.021
C 1.939 0.268 1.527
C 2.260 -1.157 1.941
C 1.239 -2.303 1.481
N 0.186 -2.188 0.511
C 0.717 2.094 -1.479
N -0.531 1.765 -0.734
H 2.734 1.200 -1.556
H 2.607 2.138 -0.271
H 2.452 -0.513 -0.297
H 0.972 0.818 1.721
H 2.703 0.999 1.882
H 3.304 -1.387 1.659
H 2.368 -1.165 2.990
H 2.029 -3.106 1.116
H 0.759 -2.761 2.374
H 0.373 -1.490 -0.186
H -0.590 -1.602 0.953
H 0.762 3.196 -1.560
H 0.646 1.575 -2.395
H -0.548 0.719 -0.602
H -1.467 1.935 -1.206
H -0.614 1.976 0.310
H -2.684 -0.088 -3.850
H -2.832 -1.499 -3.482
O -3.151 -0.622 -3.215
H -4.136 1.671 -1.016
H -3.601 0.305 -1.389
O -3.316 1.164 -1.079
H -0.947 1.591 2.443
H -2.420 2.116 2.081
O -1.504 2.082 1.833
H -0.620 -1.295 -2.130
H 0.756 -0.545 -1.985
O -0.205 -0.364 -2.133
H -0.157 0.167 4.571
H -0.518 1.628 4.289
O -0.343 0.759 3.857
H -0.566 -3.143 -1.278
H -1.130 -3.597 -2.714
O -0.718 -2.892 -2.221

Properties
- HOMO (eV) = -12.2
- spin multiplicity = 1
- net charge = +1
- orbital gap (eV) = 9.91


No. 3
C5H28NO11 | ωB97M-V/def2-TZVPD

Geometry (Å):
O 2.632 0.273 1.821
C 2.090 -0.778 1.545
N 1.025 -0.855 0.675
C 0.281 -2.116 0.635
C -0.759 -2.031 -0.522
C -2.185 -1.425 -0.143
O -2.616 -0.826 -1.278
C -0.464 -2.561 1.938
H 2.463 -1.780 1.773
H 0.496 -0.074 0.247
H 1.009 -2.921 0.439
H -0.822 -3.023 -0.993
H -0.477 -1.357 -1.344
H -2.715 -2.294 0.245
H -2.151 -0.858 0.775
H -1.095 -3.465 1.922
H 0.320 -2.966 2.719
H -1.071 -1.921 2.576
H -0.548 2.511 -2.258
H -0.719 2.013 -3.664
O -0.177 2.588 -3.157
H -1.165 1.022 3.200
H -2.094 -0.001 3.722
O -1.950 0.907 3.801
H 3.993 1.166 0.105
H 2.696 1.319 -0.758
O 3.666 1.114 -0.799
H -2.622 1.258 0.754
H -2.574 0.169 -1.107
O -2.354 1.558 -0.087
H -1.426 2.112 0.017
H -0.084 3.739 0.438
O -0.049 2.918 0.020
H 3.583 -0.917 -1.217
H 2.099 -1.069 -0.922
O 2.931 -1.622 -1.049
H 1.099 1.412 2.118
H 0.034 2.233 1.227
O 0.184 1.488 2.060
H -0.335 0.350 -3.901
H -1.771 0.028 -3.511
O -1.283 0.438 -4.194
H 1.187 1.537 -2.038
H 0.546 1.643 -0.629
O 1.172 1.066 -1.200

Properties
- HOMO (eV) = -6.6
- spin multiplicity = 1
- net charge = -1
- orbital gap (eV) = 9.53


Calculated total energy in order - -1336.743976; -822.731673; -1089.750788 a.u.
Calculated LUMO in order - 0.1504; -2.3156; 2.9563 eV